Run i
The following is a DFT calculation (wB97M-V/def2-TZVPD) of a structure of composition C19H25N5O4PdS2.

Its spin multiplicity is 2. The value obtained for the highest occupied orbital energy (spin up / spin down) is -0.4107 / -0.4103 hartree. Its net charge is +1.

Element x y z (Å)
Pd: 0.30524 0.18582 0.19001
O: -1.03790 1.43626 1.20560
N: -2.30196 1.02879 1.29270
C: -3.07544 1.62649 2.22258
C: -4.38941 1.27608 2.36867
C: -4.91362 0.27699 1.55182
C: -4.10292 -0.32379 0.61838
C: -2.77258 0.07143 0.47297
S: -1.71989 -0.60193 -0.72664
H: -2.56413 2.36970 2.81460
H: -4.98797 1.77202 3.11795
H: -5.94345 -0.03478 1.65761
H: -4.46978 -1.11320 -0.02191
N: 2.19763 -1.79423 -1.92253
C: 2.88486 -0.91472 -1.16940
N: 2.35304 -0.26571 -0.17492
C: 3.27110 0.58898 0.44016
C: 3.01815 1.40253 1.53749
C: 4.04304 2.19770 2.01858
C: 5.30429 2.18565 1.42321
C: 5.56702 1.37031 0.33576
C: 4.53675 0.57579 -0.14369
S: 4.55787 -0.55326 -1.47851
H: 1.32689 -2.13867 -1.54784
H: 2.67966 -2.36476 -2.59375
H: 2.04300 1.40735 2.01218
H: 3.86408 2.83390 2.87523
H: 6.08978 2.81474 1.81872
H: 6.54681 1.35230 -0.12223
C: -1.91274 3.45126 -2.72712
N: -0.62363 2.82392 -2.48609
C: -0.26316 1.77017 -3.41960
C: 0.08174 2.96454 -1.33664
O: 0.81666 2.04455 -0.91224
N: -0.01369 4.13281 -0.64390
C: 0.01714 5.43220 -1.30879
C: 0.55425 4.14314 0.69738
H: -2.64197 2.67297 -2.96328
H: -1.87551 4.14788 -3.56753
H: -2.25162 3.97772 -1.84046
H: -0.31268 2.16311 -4.43632
H: -0.94518 0.92195 -3.33825
H: 0.74799 1.43241 -3.21547
H: -0.08017 5.32589 -2.38247
H: 0.97401 5.91937 -1.10590
H: -0.78215 6.07700 -0.94076
H: 0.26848 3.23860 1.22495
H: 0.15411 5.00525 1.22978
H: 1.64538 4.21372 0.67436
C: 0.44125 -3.70036 1.51300
O: 0.52987 -2.48015 0.73550
C: 0.13262 -1.37698 1.35770
O: -0.27817 -1.27970 2.46799
H: -0.58456 -4.06079 1.49583
H: 0.75993 -3.51568 2.53481
H: 1.10248 -4.40689 1.02346

Run ii
The following is a DFT calculation (wB97M-V/def2-TZVPD) of a structure of composition C19H25N5O4PdS2.

Its spin multiplicity is 2. The value obtained for the highest occupied orbital energy (spin up / spin down) is -0.4086 / -0.4065 hartree. Its net charge is +1.

Element x y z (Å)
Pd: 0.53528 0.67410 1.02420
O: 2.25896 0.94217 -0.35430
N: 2.98969 -0.15357 -0.57253
C: 4.01114 -0.03800 -1.44889
C: 4.75663 -1.12742 -1.80363
C: 4.44863 -2.36242 -1.23294
C: 3.45989 -2.43962 -0.28275
C: 2.74342 -1.29801 0.09976
S: 1.69729 -1.27983 1.47094
H: 4.14448 0.95872 -1.84062
H: 5.56654 -1.00686 -2.50712
H: 4.98759 -3.25268 -1.52673
H: 3.22105 -3.37067 0.21157
N: -0.17951 2.98723 -1.24516
C: -1.13879 2.79838 -0.32720
N: -0.97248 2.10033 0.76790
C: -2.14712 2.00928 1.51707
C: -2.29343 1.32901 2.71831
C: -3.53678 1.33052 3.32571
C: -4.61796 2.00006 2.75277
C: -4.47570 2.68636 1.55871
C: -3.22863 2.68001 0.95293
S: -2.74065 3.43551 -0.54536
H: 0.77408 2.76071 -0.99902
H: -0.33402 3.62424 -2.00602
H: -1.45063 0.82217 3.17440
H: -3.66950 0.80712 4.26289
H: -5.57890 1.99033 3.24832
H: -5.31099 3.21216 1.11633
C: 0.28290 -3.01395 -2.30388
N: -0.26358 -1.74666 -1.84313
C: 0.22498 -0.55018 -2.51086
C: -1.01104 -1.63087 -0.71572
O: -1.08371 -0.56665 -0.06279
N: -1.69534 -2.72875 -0.29213
C: -2.41923 -3.59220 -1.21756
C: -2.25321 -2.67674 1.05189
H: 1.36531 -2.91408 -2.40959
H: -0.12822 -3.31175 -3.27092
H: 0.08229 -3.79614 -1.57816
H: 1.20326 -0.76231 -2.94314
H: 0.32679 0.27051 -1.80920
H: -0.44524 -0.24503 -3.31794
H: -2.20816 -3.31825 -2.24680
H: -3.49273 -3.47582 -1.05252
H: -2.15930 -4.64151 -1.06916
H: -1.54052 -2.21829 1.73131
H: -2.44877 -3.69654 1.38053
H: -3.18539 -2.10583 1.08170
C: 2.80504 3.98278 1.41752
O: 1.65678 3.16310 1.07130
C: 1.40574 2.18618 1.92919
O: 1.85523 2.04192 3.01700
H: 3.70153 3.37360 1.32674
H: 2.70022 4.36139 2.42999
H: 2.80481 4.79276 0.69675

Energy above the most stable structure, in eV: run i 0.000; run ii 0.481